Entry 1:
{
  "formula": "H33O16",
  "method": "ωB97M-V/def2-TZVPD",
  "species": ["O", "H", "H", "O", "H", "H", "O", "H", "H", "O", "H", "H", "O", "H", "H", "O", "H", "H", "O", "H", "H", "O", "H", "H", "O", "H", "O", "H", "H", "O", "H", "H", "O", "H", "H", "O", "H", "H", "O", "H", "H", "O", "H", "H", "O", "H", "H", "H", "H"],
  "coordinates": [[-1.749, 0.362, 0.750], [-1.972, -0.635, 1.198], [-1.308, 0.789, 1.431], [-2.844, -1.555, 1.903], [3.796, 0.255, 3.254], [2.773, -3.177, 0.399], [4.480, 0.753, 3.482], [-0.014, 0.641, -4.631], [4.971, -0.590, -1.869], [0.903, -1.566, -2.501], [0.920, -1.746, -3.575], [-1.286, 3.328, 1.928], [0.546, 0.365, -5.472], [-2.611, -1.241, 2.708], [0.802, 1.267, -5.825], [-0.106, 2.091, -2.824], [0.160, 3.016, -2.770], [4.644, -1.262, -0.707], [-4.398, -1.110, -1.033], [0.097, -0.296, -1.643], [-4.047, -1.179, -1.909], [-1.380, -2.743, -0.912], [-2.539, 2.451, -2.083], [-1.772, -2.752, -0.008], [4.141, -0.956, -1.379], [1.897, -1.365, -2.502], [3.625, -3.559, 0.665], [1.013, 2.238, 0.113], [3.432, -4.399, 1.134], [1.109, 1.507, -0.550], [1.995, 1.188, -0.685], [-0.960, 1.704, 5.271], [-0.156, -0.860, 4.735], [4.940, 1.340, 2.875], [0.479, 2.128, 5.332], [-0.544, 2.777, 1.674], [0.008, 3.001, 2.512], [-0.123, 0.013, 4.155], [-0.206, 1.634, 4.933], [0.770, -0.824, 4.808], [-0.315, 1.859, -1.741], [-2.962, 2.640, -2.934], [-5.249, -0.797, -1.391], [-2.309, 2.282, -3.401], [-0.885, -0.322, -1.425], [-1.089, 0.094, -0.370], [-3.706, -1.833, 1.763], [-1.565, -3.572, -1.342], [-1.403, -1.384, -1.544]],
  "total_charge": 1,
  "de_lowest_ev": 7.322,
  "e_homo_ev": -13.20,
  "orbital_gap_ev": 10.3
}



Entry 2:
{
  "formula": "H33O16",
  "method": "ωB97M-V/def2-TZVPD",
  "species": ["O", "H", "H", "O", "H", "H", "O", "H", "H", "O", "H", "H", "O", "H", "H", "O", "H", "H", "O", "H", "H", "O", "H", "H", "O", "H", "O", "H", "H", "O", "H", "H", "O", "H", "H", "O", "H", "H", "O", "H", "H", "O", "H", "H", "O", "H", "H", "H", "H"],
  "coordinates": [[1.602, -1.178, 3.288], [1.865, -0.617, 4.025], [2.190, -1.915, 3.362], [-2.831, 1.466, 2.159], [1.029, 3.790, -1.812], [-0.094, -0.344, -0.242], [1.467, 4.415, -2.427], [2.454, 4.158, -2.206], [3.003, -0.735, 0.902], [0.403, -2.596, -4.848], [-0.523, -2.672, -4.870], [-0.426, -0.238, -1.817], [-1.708, 1.674, -1.542], [-3.237, 0.622, 1.772], [-2.208, 2.253, -2.229], [0.342, 1.586, 0.592], [0.603, 2.177, -0.125], [0.046, -1.805, 1.522], [0.824, -3.296, 0.331], [1.065, -4.010, 0.957], [1.587, -2.945, -0.176], [-1.313, 3.171, 3.987], [0.757, -2.346, -5.679], [-2.294, 3.150, 4.076], [3.437, -0.145, 0.277], [-2.150, 2.026, -0.714], [-0.492, -1.101, 1.071], [-0.676, -0.201, -4.358], [-0.196, -0.302, 1.547], [-0.587, -0.615, -3.479], [-0.575, -1.589, -3.529], [4.264, -1.633, 0.675], [-2.419, -4.264, -3.758], [0.018, 2.110, 1.377], [5.280, -2.721, 0.252], [0.220, 0.078, -1.142], [-0.045, 1.082, -1.174], [-1.519, -4.229, -3.352], [4.586, -2.525, 0.834], [-2.759, -3.776, -2.972], [4.061, 0.433, 0.755], [-2.125, 4.942, 0.185], [-2.681, 4.746, 0.903], [-2.167, 5.767, -0.228], [-1.369, -2.008, 4.130], [-1.728, -1.105, 4.206], [-3.302, 2.040, 2.710], [-0.934, 4.005, 4.315], [-0.881, -2.176, 4.911]],
  "total_charge": 1,
  "de_lowest_ev": 5.060,
  "e_homo_ev": -13.58,
  "orbital_gap_ev": 10.9
}



Entry 3:
{
  "formula": "H34O17",
  "method": "ωB97M-V/def2-TZVPD",
  "species": ["O", "H", "H", "O", "H", "H", "O", "H", "H", "O", "H", "H", "O", "H", "H", "O", "H", "H", "O", "H", "H", "O", "H", "H", "O", "H", "H", "O", "H", "H", "O", "H", "H", "O", "H", "H", "O", "H", "H", "O", "H", "H", "O", "H", "H", "O", "H", "H", "O", "H", "H"],
  "coordinates": [[-0.306, 0.949, -3.949], [-0.330, 1.865, -4.106], [0.110, 0.810, -3.121], [-2.249, -1.925, -0.275], [-1.432, -2.309, -0.729], [-1.957, -1.316, 0.360], [-2.809, 3.146, 0.355], [-3.686, 2.810, 0.152], [-2.671, 3.003, 1.308], [-1.155, 4.833, -1.177], [-1.757, 4.283, -0.574], [-0.397, 4.910, -0.522], [-2.773, -0.347, 3.334], [-3.706, 0.074, 3.394], [-2.589, -0.541, 4.264], [0.157, -4.488, -0.650], [0.213, -3.878, 0.097], [-0.293, -5.249, -0.362], [0.756, -4.002, 3.336], [0.452, -4.554, 4.132], [1.527, -4.545, 3.142], [1.947, 4.767, -0.670], [2.202, 4.982, -1.575], [1.039, 4.728, -0.400], [3.442, -2.757, 0.247], [4.248, -2.512, 0.794], [2.814, -2.086, 0.206], [3.096, -1.359, -4.023], [2.251, -0.914, -3.888], [3.759, -1.264, -3.369], [-4.345, 1.618, 2.884], [-3.567, 2.082, 3.032], [-4.773, 1.517, 2.036], [0.524, -1.623, -3.044], [0.677, -2.120, -3.867], [-0.148, -0.953, -3.401], [3.384, 3.045, 1.650], [4.204, 2.566, 1.324], [3.046, 3.541, 0.906], [2.352, 0.475, 2.212], [1.798, 0.709, 1.416], [2.664, 1.222, 2.665], [-4.245, 1.169, -2.601], [-4.013, 0.337, -2.944], [-4.141, 1.949, -3.180], [-0.229, 1.815, 2.921], [0.416, 1.184, 3.099], [-1.089, 1.926, 3.146], [2.466, -5.622, -0.749], [1.984, -5.139, -1.507], [2.891, -4.758, -0.501]],
  "de_lowest_ev": 5.621,
  "e_homo_ev": -9.79,
  "orbital_gap_ev": 9.5
}



Entry 4:
{
  "formula": "H34O17",
  "method": "ωB97M-V/def2-TZVPD",
  "species": ["O", "H", "H", "O", "H", "H", "O", "H", "H", "O", "H", "H", "O", "H", "H", "O", "H", "H", "O", "H", "H", "O", "H", "H", "O", "H", "H", "O", "H", "H", "O", "H", "H", "O", "H", "H", "O", "H", "H", "O", "H", "H", "O", "H", "H", "O", "H", "H", "O", "H", "H"],
  "coordinates": [[-4.334, 0.232, -2.034], [-4.128, 0.635, -1.191], [-5.213, -0.128, -1.920], [5.471, -0.744, -0.452], [4.581, -1.078, -0.344], [5.452, -0.275, -1.286], [1.491, -0.647, -1.679], [1.518, -1.008, -2.565], [1.299, 0.283, -1.805], [2.420, -4.110, -1.635], [2.693, -3.376, -1.085], [1.868, -4.645, -1.064], [-1.672, -4.653, 2.672], [-1.218, -5.393, 2.269], [-1.383, -4.662, 3.584], [-2.816, 2.044, -0.117], [-2.293, 1.309, -0.436], [-2.172, 2.681, 0.192], [0.323, 1.165, 2.187], [0.060, 0.848, 3.052], [-0.009, 0.505, 1.579], [1.822, -1.025, -4.517], [2.069, -1.409, -5.358], [0.865, -1.007, -4.532], [1.297, 4.550, -2.201], [1.964, 4.996, -1.679], [1.083, 3.765, -1.696], [0.591, -3.284, 1.299], [0.175, -4.106, 1.041], [0.235, -3.096, 2.167], [-0.614, -0.459, 0.221], [0.033, -0.221, -0.443], [-0.669, -1.413, 0.172], [-0.536, 0.502, 4.931], [0.191, 0.820, 5.467], [-0.490, -0.451, 5.006], [-5.688, 1.767, 0.576], [-6.066, 1.442, -0.241], [-4.812, 2.067, 0.333], [-1.652, 3.441, 2.502], [-1.532, 2.551, 2.835], [-2.140, 3.891, 3.191], [1.190, 2.731, 0.109], [0.784, 2.073, 0.673], [2.042, 2.900, 0.512], [3.008, -2.085, 0.285], [2.486, -2.625, 0.878], [2.412, -1.390, 0.006], [0.053, 1.656, -3.057], [-0.502, 2.304, -2.623], [0.462, 2.135, -3.778]],
  "de_lowest_ev": 1.543,
  "e_homo_ev": -10.62,
  "orbital_gap_ev": 10.0
}